1.
C26H30N4O6 in the gas phase. Source: the OMol25 dataset; level of theory: ωB97M-V/def2-TZVPD.

```
! wB97M-V def2-TZVPD RIJCOSX def2/J DEFGRID3
* xyz 0 1
C -0.4555 -2.5849 3.8470
H 0.2322 -3.3381 4.2234
H -0.9318 -2.0571 4.6763
H -1.2337 -3.0423 3.2321
O 0.3222 -1.6873 3.0736
C -0.3690 -0.7049 2.4542
O -1.5829 -0.6017 2.5375
C 0.4704 0.1925 1.7138
C 0.0797 1.3810 1.0936
N -1.2327 1.7986 1.1258
C -1.7915 3.0153 0.8753
O -1.1839 4.0083 0.5434
C -3.3035 2.9754 1.0179
C -3.8933 2.4893 -0.3204
N -3.2765 1.2365 -0.7045
C -2.8094 1.1620 -2.0694
C -1.8877 -0.0460 -2.2014
N -2.6263 -1.2490 -1.8726
C -3.1275 -1.1742 -0.5132
C -4.0301 0.0494 -0.3687
H -4.3707 0.1207 0.6660
H -4.9111 -0.0709 -1.0256
H -3.7078 -2.0771 -0.3074
H -2.3137 -1.1008 0.2247
C -1.8996 -2.4749 -2.1649
C -0.6013 -2.6430 -1.4086
C -0.5763 -3.3030 -0.1883
C 0.5943 -3.4498 0.5520
C 1.7346 -2.8968 0.0274
C 1.7251 -2.2339 -1.1986
C 0.5745 -2.0941 -1.9320
H 0.5863 -1.5916 -2.8846
O 2.9954 -1.8079 -1.4957
C 3.8167 -2.3217 -0.4733
O 3.0123 -2.8821 0.5407
H 4.4321 -1.5151 -0.0529
H 4.4811 -3.1009 -0.8898
H 0.6133 -3.9801 1.4885
H -1.4896 -3.7330 0.1947
H -2.5698 -3.3087 -1.9388
H -1.6979 -2.4779 -3.2401
H -1.5351 -0.1242 -3.2325
H -1.0199 0.1033 -1.5366
H -2.2473 2.0683 -2.3032
H -3.6434 1.0603 -2.7870
H -3.6803 3.2449 -1.0801
H -4.9854 2.4016 -0.2300
H -3.6694 3.9792 1.2324
H -3.5946 2.3015 1.8231
H -1.8527 1.0671 1.4667
C 1.2499 1.9427 0.5111
C 1.5210 3.0885 -0.2489
C 2.8023 3.3133 -0.6705
C 3.8586 2.4314 -0.3525
C 3.6246 1.2993 0.4040
C 2.3168 1.0570 0.8188
N 1.8314 0.0210 1.5451
H 2.3377 -0.7815 1.8802
H 4.4133 0.6197 0.6856
O 5.0739 2.7993 -0.8394
C 6.1792 1.9673 -0.5921
H 6.3860 1.8799 0.4799
H 6.0324 0.9687 -1.0178
H 7.0257 2.4457 -1.0821
H 3.0498 4.1829 -1.2578
H 0.7286 3.7825 -0.4738
*
```

Its structure (SMILES) is COC(=O)c1[nH]c2cc(OC)ccc2c1NC(=O)CCN1CCN(Cc2ccc3c(c2)OCO3)CC1. The energy above the lowest of the compared OMol25 structures with the same formula, charge and spin is 251.7 kJ/mol. The molecular weight is 494.55 g/mol. Its gap between HOMO and LUMO is 8.0540 eV.

These are the Mulliken partial charges, in e, on atoms 1 to 6: -0.777 0.256 0.331 0.323 -0.356 0.673

***

2.
A gas-phase ion, C2H7N3 (charge -1). Source: the OMol25 dataset; level of theory: ωB97M-V/def2-TZVPD.

```
! wB97M-V def2-TZVPD RIJCOSX def2/J DEFGRID3
* xyz -1 2
C -0.6162 -1.3930 -0.7275
N -0.3816 -0.6463 0.4960
C 0.1413 0.6955 0.2918
N 1.1668 1.0440 1.1596
N -0.3501 1.4113 -0.6307
H -1.1954 -0.8628 -1.4921
H 0.2827 -1.7388 -1.2694
H -1.1540 -2.3182 -0.4824
H -1.2631 -0.5079 0.9786
H 1.5613 0.3063 1.7209
H 1.8669 1.6492 0.7273
H -0.0587 2.3607 -0.7720
*
```

The energy above the lowest of the compared OMol25 structures with the same formula, charge and spin is 72.6 kJ/mol. The molecular weight is 73.10 g/mol. As for the expectation value of S²: 0.751. Its gap between HOMO and LUMO (alpha / beta) is 1.9475 / 9.5733 eV.

These are the Mulliken partial charges, in e, on atoms 1 to 6: -3.086 -0.343 0.372 -0.947 -0.641 0.318

***

> The lowest molecular weight belongs to which entry?

C2H7N3

***

> Which of these has the lowest molecular weight?

C2H7N3